[1]
{
  "formula": "CH12FO5Zr",
  "method": "the ωB97M-V functional and the def2-TZVPD basis",
  "relative_energy_kcal_mol": 287.2,
  "total_charge": 3,
  "e_tot_ev": -15419.5278,
  "orbital_gap_ev": 2.00,
  "elements": ["Zr", "F", "C", "O", "H", "H", "H", "H", "O", "H", "H", "O", "H", "H", "O", "H", "H", "O", "H", "H"],
  "positions_angstrom": [[5.200, -3.312, 7.170], [6.439, -4.881, 10.531], [4.981, -1.092, 15.736], [5.468, -2.444, 15.643], [3.946, -1.033, 16.072], [5.503, -0.546, 16.521], [5.131, -0.611, 14.769], [5.467, -2.645, 14.704], [9.972, -7.012, 12.211], [9.156, -6.606, 11.920], [10.088, -7.763, 11.628], [1.668, -3.556, 10.395], [1.635, -4.387, 10.869], [0.975, -3.027, 10.790], [8.434, -6.003, 6.062], [8.726, -6.786, 6.529], [8.807, -6.094, 5.185], [9.257, -1.328, 7.932], [9.200, -0.544, 8.478], [10.193, -1.434, 7.762]],
  "forces_ev_per_angstrom": [[0.5, -0.4, 0.3], [-0.2, 0.3, -0.5], [2.2, -1.4, -1.4], [-1.1, 2.3, 1.1], [-1.0, -0.3, 0.4], [0.3, -0.1, 0.8], [-0.5, 0.1, 0.0], [0.2, -0.6, -0.7], [0.3, 0.4, 0.5], [-0.7, 0.4, -0.1], [0.3, -0.8, -0.4], [0.6, 0.1, -0.3], [-0.1, -0.4, 0.2], [-0.4, 0.3, 0.1], [-0.5, 0.5, 0.3], [0.1, -0.3, 0.2], [0.2, 0.0, -0.4], [-0.7, -0.3, 0.0], [0.1, 0.4, 0.2], [0.4, -0.1, -0.2]],
  "lowdin_charge": [1.9272, -0.3153, 0.0472, 0.1777, 0.1671, 0.1511, 0.1203, 0.1323, 0.2088, 0.0799, 0.1000, -0.0201, 0.0499, 0.0561, -0.0552, 0.0445, 0.0493, -0.0257, 0.0471, 0.0579]
}


[2]
{
  "formula": "C6H12N",
  "method": "the ωB97M-V functional and the def2-TZVPD basis",
  "relative_energy_kcal_mol": 86.2,
  "multiplicity": 2,
  "e_tot_ev": -7900.5156,
  "s2": 0.7814,
  "orbital_gap_ev": [7.07, 8.64],
  "elements": ["C", "C", "C", "C", "C", "C", "N", "H", "H", "H", "H", "H", "H", "H", "H", "H", "H", "H", "H"],
  "positions_angstrom": [[0.019, 3.697, -2.118], [0.991, -2.547, -0.275], [0.184, -1.561, 0.236], [0.280, -0.145, -0.295], [-1.058, -1.017, 2.429], [-0.802, -1.860, 1.222], [0.383, 2.783, -1.242], [-0.770, 4.455, -2.054], [0.815, 3.736, -0.863], [1.805, -2.250, -0.916], [0.980, -3.548, 0.136], [1.299, 0.233, -0.390], [-0.256, 0.111, -1.206], [-2.041, -1.107, 2.881], [-0.342, -1.405, 3.174], [-1.088, -2.909, 1.159], [0.607, 3.699, -3.049], [-0.732, 0.020, 2.354], [-0.174, 0.483, 0.476]],
  "forces_ev_per_angstrom": [[1.4, -2.1, -0.6], [-0.3, 0.8, 0.7], [-0.1, -0.2, -1.0], [0.3, 0.6, 1.4], [0.8, -0.6, 0.3], [0.4, -0.2, -0.7], [0.2, 2.5, -0.8], [0.1, 0.5, 0.7], [-0.8, -0.7, 1.5], [0.0, -0.2, -0.3], [-0.1, -0.1, -0.2], [0.0, -0.2, -0.2], [-0.1, -0.6, -0.1], [-0.2, 0.1, -0.2], [-0.3, -0.1, 0.2], [-0.2, 0.2, 0.8], [-0.9, 0.0, -0.8], [-0.4, 0.1, -0.4], [0.0, 0.3, -0.3]],
  "lowdin_spin": [0.0000, 0.2964, 0.0400, -0.0035, 0.0772, 0.4941, 0.0001, 0.0000, 0.0000, 0.0208, 0.0172, -0.0015, -0.0040, 0.0084, 0.0310, 0.0229, 0.0000, 0.0009, 0.0000]
}


[3]
{
  "formula": "C4H15N4",
  "method": "the ωB97M-V functional and the def2-TZVPD basis",
  "relative_energy_kcal_mol": 157.8,
  "total_charge": 1,
  "e_tot_ev": -10339.9402,
  "orbital_gap_ev": 4.47,
  "elements": ["N", "C", "N", "N", "H", "H", "H", "H", "H", "H", "C", "C", "C", "N", "H", "H", "H", "H", "H", "H", "H", "H", "H"],
  "positions_angstrom": [[-0.591, 2.666, 0.923], [-0.720, 1.344, 0.484], [-0.730, 1.264, -1.239], [-1.757, 0.713, 1.246], [-1.488, 2.910, 1.354], [0.057, 2.554, 1.710], [-1.111, 2.208, -1.293], [0.287, 1.465, -1.244], [-2.604, 1.218, 0.964], [-1.751, -0.019, 0.502], [0.834, -1.781, -1.044], [1.181, -1.412, 0.393], [2.176, -0.252, 0.482], [-0.342, -2.656, -1.097], [1.681, -2.309, -1.499], [0.672, -0.855, -1.621], [1.613, -2.295, 0.877], [0.235, -1.197, 0.916], [1.731, 0.668, 0.072], [3.027, -0.514, -0.162], [2.571, -0.034, 1.476], [-0.489, -2.964, -2.050], [-1.175, -2.125, -0.823]],
  "forces_ev_per_angstrom": [[1.6, -0.9, -0.2], [-6.0, 3.5, -0.6], [2.1, -1.0, 4.6], [3.5, -1.8, -5.4], [0.3, 0.0, 0.5], [0.6, 1.0, 0.1], [-0.2, 0.4, -0.1], [-0.2, -0.3, -1.3], [-0.3, 0.4, 0.9], [-1.5, -1.3, 1.5], [-0.1, 0.1, -0.2], [0.1, -0.2, 0.3], [0.0, -0.4, -0.5], [0.0, 0.5, 0.2], [-0.2, 0.1, 0.1], [0.2, -0.1, 0.0], [-0.2, 0.2, 0.1], [0.2, 0.0, 0.2], [0.2, 0.1, 0.0], [-0.1, 0.4, 0.1], [-0.2, -0.1, 0.0], [-0.1, -0.1, 0.0], [0.3, -0.4, -0.2]],
  "lowdin_charge": [0.1070, -0.1594, 0.1737, 0.1606, 0.1230, 0.1411, 0.0755, 0.0671, 0.1492, 0.0964, -0.3174, -0.2643, -0.0960, 0.0010, 0.1253, 0.0809, 0.1211, 0.0796, 0.0361, 0.0931, 0.0803, 0.0723, 0.0541]
}


[4]
{
  "formula": "C34H40N4O2P2Re",
  "method": "the ωB97M-V functional and the def2-TZVPD basis",
  "relative_energy_kcal_mol": 86.5,
  "multiplicity": 4,
  "total_charge": 2,
  "e_tot_ev": -66644.4500,
  "s2": 3.8076,
  "orbital_gap_ev": [5.86, 4.06],
  "elements": ["Re", "C", "C", "C", "C", "C", "C", "C", "C", "C", "H", "H", "H", "H", "H", "H", "H", "H", "H", "H", "H", "H", "H", "H", "H", "P", "P", "N", "N", "N", "N", "C", "C", "C", "C", "C", "C", "C", "C", "C", "C", "C", "C", "C", "C", "C", "C", "C", "C", "H", "H", "H", "H", "H", "H", "H", "H", "H", "H", "H", "H", "H", "H", "H", "H", "H", "H", "H", "H", "O", "C", "O", "C", "C", "C", "C", "C", "C", "H", "H", "H", "H", "H"],
  "positions_angstrom": [[0.183, 0.639, 0.128], [-1.360, 1.162, -3.179], [-1.132, -0.118, -3.463], [0.059, -0.554, -4.267], [1.244, 0.434, -4.068], [1.421, 1.039, -2.703], [0.910, 2.171, -2.130], [0.115, 3.155, -2.963], [-0.931, 2.426, -3.845], [1.610, 1.394, 1.535], [-1.891, 1.416, -2.259], [-1.906, -0.880, -3.296], [-0.164, -0.536, -5.359], [0.301, -1.608, -4.028], [2.171, -0.129, -4.278], [1.201, 1.184, -4.873], [2.217, 0.490, -2.189], [1.388, 2.645, -1.260], [0.795, 3.718, -3.627], [-0.376, 3.907, -2.326], [-1.816, 3.087, -3.909], [-0.542, 2.293, -4.864], [1.156, 2.424, 1.470], [2.686, 1.441, 1.320], [1.460, 1.003, 2.573], [1.704, -0.962, -0.433], [-1.609, -0.671, -0.580], [3.664, 0.051, -0.805], [2.745, -1.926, 0.735], [-3.068, 0.696, -0.712], [-2.646, -1.575, 0.716], [0.753, -2.313, -1.258], [-0.808, -2.252, -1.191], [3.816, 1.424, -0.709], [5.085, 1.811, -1.142], [5.748, 0.622, -1.542], [4.841, -0.435, -1.347], [3.646, -1.302, 1.611], [4.701, -2.168, 1.886], [4.413, -3.410, 1.224], [3.240, -3.212, 0.489], [-2.770, 2.047, -0.520], [-3.872, 2.831, -0.905], [-4.802, 1.948, -1.520], [-4.278, 0.652, -1.410], [-4.009, -1.860, 0.596], [-4.392, -2.747, 1.605], [-3.212, -3.059, 2.355], [-2.154, -2.367, 1.757], [1.056, -3.257, -0.782], [1.112, -2.321, -2.299], [-1.288, -2.407, -2.169], [-1.138, -3.048, -0.508], [3.056, 2.105, -0.334], [5.440, 2.835, -1.126], [6.766, 0.555, -1.915], [4.995, -1.493, -1.544], [3.458, -0.298, 1.958], [5.582, -1.924, 2.469], [4.980, -4.330, 1.300], [2.684, -3.891, -0.137], [-1.760, 2.374, -0.221], [-3.989, 3.887, -0.676], [-5.773, 2.206, -1.929], [-4.755, -0.285, -1.673], [-4.587, -1.419, -0.192], [-5.394, -3.122, 1.766], [-3.125, -3.713, 3.215], [-1.105, -2.363, 2.004], [-0.391, -0.298, 1.845], [-1.014, 0.696, 2.454], [-1.222, 1.752, 1.796], [-1.325, 0.538, 3.892], [-2.080, 1.538, 4.522], [-2.429, 1.353, 5.862], [-2.083, 0.164, 6.530], [-1.261, -0.783, 5.912], [-0.889, -0.601, 4.582], [-2.372, 2.426, 3.952], [-3.008, 2.126, 6.369], [-2.449, -0.026, 7.537], [-0.946, -1.677, 6.452], [-0.279, -1.325, 4.048]],
  "forces_ev_per_angstrom": [[2.2, -0.3, 0.6], [-0.9, 0.7, 0.4], [-0.4, -0.1, -1.0], [-0.4, 0.2, -1.0], [0.3, -0.4, -0.7], [0.7, -0.1, 1.0], [0.7, 0.3, -0.7], [-0.4, 0.1, 0.0], [0.7, 0.5, -0.1], [-0.2, 0.6, 0.3], [-0.6, -0.3, -1.2], [0.5, 0.3, 0.8], [0.1, -0.3, 0.6], [0.0, 0.6, -0.1], [-0.3, 0.2, 0.1], [-0.1, 0.0, 0.5], [-0.5, 0.8, -0.2], [0.0, -0.5, -0.1], [-0.1, -0.2, 0.4], [0.2, -0.3, -0.1], [0.3, -0.5, -0.2], [-0.3, -0.1, 0.4], [0.7, -0.4, 0.4], [-0.5, 0.0, 0.4], [0.2, 0.5, -0.9], [-0.4, 0.3, 3.6], [0.1, -0.7, 3.9], [0.1, -0.1, -1.1], [-0.9, 1.2, -0.8], [-0.9, -0.6, -1.5], [0.5, 0.7, -1.1], [0.4, -0.5, -0.9], [-0.4, -0.6, -1.0], [-0.4, -1.1, -0.1], [1.8, -1.4, -0.7], [0.2, 2.7, 0.3], [-1.7, 0.1, 0.9], [0.8, -0.7, -0.1], [-1.3, 0.6, -0.4], [-1.3, 0.7, -0.9], [1.1, -0.4, 0.6], [0.4, -1.4, 0.0], [-1.8, -0.9, -0.9], [0.7, 2.0, 0.8], [1.2, 0.0, 1.3], [-0.1, -0.5, 1.0], [0.8, 0.8, -0.8], [0.7, 0.8, -1.3], [-0.8, -0.5, 0.2], [-0.2, 0.3, -0.4], [-0.2, -0.3, 0.3], [0.6, -0.6, 0.2], [-0.1, 0.4, -0.2], [0.2, -0.5, -0.2], [0.2, -0.3, -0.1], [-0.3, -0.1, 0.1], [-0.2, 0.2, 0.1], [0.1, -0.2, -0.1], [-0.4, -0.2, 0.1], [-0.1, 0.2, -0.1], [0.3, -0.1, 0.1], [-1.0, -0.2, 0.0], [0.0, -0.3, -0.3], [0.2, 0.0, 0.1], [0.3, 0.2, -0.2], [-0.2, -0.1, 0.2], [0.2, 0.1, 0.0], [0.0, 0.2, -0.2], [-0.2, 0.0, 0.0], [-0.6, 1.6, 0.8], [0.7, -0.7, 0.4], [0.5, -1.0, -0.7], [-0.3, 0.2, -0.4], [0.2, -0.3, 0.4], [-0.2, -0.1, -0.2], [0.2, 0.3, -0.3], [-0.2, 0.0, -0.3], [-0.1, 0.2, 0.1], [0.1, -0.3, 0.4], [0.1, -0.3, -0.1], [0.2, 0.2, -0.2], [-0.1, 0.3, -0.2], [-0.1, 0.1, 0.2]],
  "lowdin_spin": [0.7300, 0.0411, 0.0273, 0.0042, 0.0011, 0.0037, 0.0060, 0.0024, 0.0036, 0.0414, 0.0106, 0.0014, 0.0014, 0.0003, 0.0005, 0.0000, 0.0002, 0.0021, -0.0004, 0.0001, 0.0007, 0.0004, 0.0119, 0.0071, 0.0041, -0.0542, 0.0961, 0.0020, -0.0050, 0.1010, -0.0092, -0.0080, 0.0219, 0.3303, 0.1013, 0.1527, 0.3369, 0.0035, 0.0006, -0.0003, -0.0028, 0.3514, 0.1259, 0.1238, 0.3318, 0.0018, 0.0024, -0.0018, 0.0038, -0.0007, -0.0007, -0.0014, 0.0022, 0.0106, 0.0005, 0.0031, 0.0127, 0.0003, -0.0002, 0.0000, -0.0001, 0.0137, 0.0023, 0.0025, 0.0114, 0.0005, 0.0000, -0.0002, 0.0001, 0.0118, 0.0048, 0.0148, 0.0007, 0.0010, 0.0001, 0.0018, -0.0001, 0.0016, 0.0000, 0.0000, 0.0001, 0.0000, 0.0000]
}


[5]
{
  "formula": "H16O8",
  "method": "the ωB97M-V functional and the def2-TZVPD basis",
  "relative_energy_kcal_mol": 67.8,
  "e_tot_ev": -16639.0686,
  "orbital_gap_ev": 11.27,
  "smiles": "O.O.O.O.O.O.O.O",
  "elements": ["O", "H", "H", "O", "H", "H", "O", "H", "H", "O", "H", "H", "O", "H", "H", "O", "H", "H", "O", "H", "H", "O", "H", "H"],
  "positions_angstrom": [[-0.345, 2.271, -5.975], [0.060, 2.471, -5.131], [-0.625, 3.121, -6.314], [-0.148, -0.349, -0.394], [0.704, -0.699, -0.132], [0.062, 0.400, -0.953], [4.871, -3.612, 1.686], [5.691, -3.605, 2.179], [5.131, -3.423, 0.784], [-2.459, 4.507, 2.536], [-1.728, 4.570, 1.921], [-2.045, 4.359, 3.386], [-1.774, -2.433, 3.394], [-1.052, -3.031, 3.584], [-1.606, -2.127, 2.503], [1.630, 3.668, -2.067], [1.634, 4.599, -1.845], [2.535, 3.475, -2.311], [1.104, -6.500, 1.433], [1.594, -5.680, 1.387], [1.670, -7.142, 1.004], [-5.279, 1.556, -0.394], [-4.355, 1.389, -0.577], [-5.272, 2.217, 0.298]],
  "forces_ev_per_angstrom": [[0.0, -0.2, -0.1], [0.1, 0.0, 0.3], [-0.1, 0.2, -0.1], [-0.2, -0.1, 0.1], [0.2, -0.1, 0.1], [0.0, 0.2, -0.2], [-0.3, 0.0, 0.0], [0.2, 0.0, 0.2], [0.0, 0.0, -0.2], [-0.2, 0.0, -0.1], [0.2, 0.0, -0.2], [0.1, -0.1, 0.2], [-0.1, 0.1, 0.2], [0.1, -0.2, 0.1], [0.0, 0.1, -0.3], [-0.2, -0.2, 0.0], [-0.1, 0.2, 0.1], [0.2, -0.1, -0.1], [-0.2, 0.0, 0.1], [0.1, 0.2, 0.0], [0.1, -0.2, -0.1], [-0.2, -0.1, -0.1], [0.2, -0.1, -0.1], [0.0, 0.2, 0.2]],
  "lowdin_charge": [-0.0521, 0.0208, 0.0287, -0.0521, 0.0270, 0.0248, -0.0551, 0.0294, 0.0268, -0.0539, 0.0253, 0.0291, -0.0515, 0.0263, 0.0241, -0.0547, 0.0296, 0.0290, -0.0528, 0.0233, 0.0282, -0.0533, 0.0257, 0.0272]
}


[6]
{
  "formula": "C7H10O2",
  "method": "the ωB97M-V functional and the def2-TZVPD basis",
  "relative_energy_kcal_mol": 112.4,
  "e_tot_ev": -11510.9826,
  "orbital_gap_ev": [7.96, 7.80],
  "elements": ["C", "C", "C", "O", "O", "H", "H", "H", "H", "C", "C", "C", "C", "H", "H", "H", "H", "H", "H"],
  "positions_angstrom": [[-1.033, -0.416, 1.545], [-0.504, 0.469, 0.462], [-1.479, 0.814, -0.580], [-0.535, -0.073, 2.758], [-1.774, -1.355, 1.386], [-0.872, -0.719, 3.398], [0.055, 1.305, 0.870], [-1.735, 1.869, -0.635], [-2.352, 0.166, -0.596], [0.715, -0.571, -0.283], [1.297, 0.424, -1.376], [1.682, -1.168, 0.520], [0.511, 0.692, -2.355], [0.050, -1.307, -0.736], [2.296, 0.787, -1.166], [-0.918, 0.637, -1.625], [2.540, -0.613, 0.881], [1.621, -2.213, 0.790], [0.436, 1.271, -3.258]],
  "forces_ev_per_angstrom": [[-0.1, 0.0, 0.2], [1.3, -1.0, 0.1], [0.0, -0.1, -1.4], [-0.1, -0.1, -0.1], [0.2, 0.2, 0.1], [0.0, 0.0, -0.1], [-0.1, 0.0, 0.1], [-0.1, 0.0, 0.2], [0.0, 0.1, 0.1], [-1.6, 2.0, -1.3], [-0.1, -1.2, 1.3], [1.1, -0.6, 1.1], [0.0, 0.3, -0.9], [0.1, 0.1, -0.1], [0.1, 0.1, -0.1], [-0.8, 0.1, 0.9], [0.0, 0.0, 0.0], [0.0, 0.0, 0.1], [0.1, 0.1, 0.0]],
  "lowdin_charge": [-0.5314, -0.1954, -0.0648, 0.1026, 0.1050, 0.1272, 0.1403, 0.0925, 0.0956, -0.3050, -0.1610, 0.0490, 0.0578, 0.1359, 0.1032, 0.0526, 0.0689, 0.0688, 0.0582]
}